11
Properties=species:S:1:pos:R:3:forces:R:3 method="wB97M-V/def2-TZVPD" lumo_energy_ev=0.10 total_charge=0 e_above_lowest_ev=2.4245 homo_energy_ev=-8.375
O 2.107672 1.497557 0.803817 -0.1812 -0.7734 -0.0161
O -0.239778 2.937869 -0.290915 0.2075 -0.9529 0.0360
C 0.972069 -0.622465 0.245497 0.0593 0.1458 0.0771
C 1.351431 0.647610 0.439665 1.0448 -0.0547 0.4709
C -1.508545 -0.692210 -0.177324 0.1082 -0.0257 0.0282
C -0.270391 -1.189243 -0.273092 -0.1522 0.1432 -0.0038
C 0.027355 1.842848 -0.193898 -1.1846 1.4294 -0.6239
H -0.145237 -2.146213 -0.782885 0.0038 0.2295 0.0550
H -1.733569 0.210046 0.383512 -0.0005 -0.1584 -0.0138
H 1.788862 -1.294275 0.494503 -0.0711 -0.0287 -0.0663
H -2.349872 -1.191524 -0.648885 0.1659 0.0460 0.0567

=====

68
Properties=species:S:1:pos:R:3:forces:R:3 method="wB97M-V/def2-TZVPD" lumo_energy_ev="4.23 / 4.23" spin_multiplicity=2 total_charge=-2 e_above_lowest_ev=0.4447 homo_energy_ev="0.415 / 0.282"
V -0.078655 0.786058 0.621639 1.8743 3.1958 2.0020
S -0.589815 2.756308 3.351689 -3.4449 0.3453 5.9397
O 1.410575 1.101598 -0.004351 1.3750 0.8409 0.0414
O -3.453695 -0.038082 -3.561421 -0.3524 0.3806 -0.3117
O -0.756955 1.804808 4.446919 3.3450 -4.3284 1.8980
O -2.026335 3.023788 3.345849 -2.6113 3.2005 -3.9973
O 0.187055 3.864888 3.896029 1.1985 0.9514 -1.6195
O 0.565845 -0.814012 2.187419 0.0901 -0.2627 0.3766
O -1.189735 2.434868 -0.426101 0.5652 0.0817 -0.4289
O 3.990495 5.261768 1.554039 -0.8068 0.2237 1.3365
O -0.567255 -0.423552 -0.217831 -3.1890 -4.2861 -3.0886
O -0.085725 2.164548 2.125829 1.1397 -0.1590 -1.7266
O -2.330905 0.458898 1.696349 -0.0486 -0.0972 0.1214
O 0.976435 -5.398942 -1.439881 0.1854 -0.8884 -0.4322
C -3.194095 -1.645382 0.852809 -1.0241 0.3370 0.0637
C 4.558775 4.038298 1.108679 -0.6522 0.3231 -1.0990
C 3.208565 -4.458042 -0.928881 0.4643 -1.1708 0.9036
C 4.245365 2.899768 2.056889 -0.4153 0.3847 0.5623
C -1.213725 -0.811842 -3.746481 0.4059 -0.3537 0.2709
C 1.163305 -3.520982 0.043089 -0.0580 -0.2799 0.4277
C -1.384035 2.457848 -1.822511 0.0633 -0.6649 -0.3840
C -4.711075 0.402238 1.359159 0.8101 0.4259 -1.5672
C -2.671635 -1.119692 -4.043561 -0.0520 -0.6328 1.8675
C 4.061885 3.736928 -0.306451 0.3393 -0.3483 0.0080
C 1.789565 -4.838872 -0.425551 -0.0101 2.1290 -0.4282
C -3.093035 -2.378442 -3.228271 0.2094 0.1226 -1.2530
C -3.330395 -0.083762 0.891939 -0.1485 -1.3681 -0.4580
C 1.783505 -0.511012 2.853719 0.5966 0.3272 -0.4971
H -0.594725 -1.664142 -4.026711 0.2723 0.1706 -0.3972
H -2.624115 -3.242472 -3.699091 0.3403 -0.1347 0.1472
H -2.905425 -1.207912 -5.104531 0.2453 -0.4922 -0.2511
H 1.277595 -2.728892 -0.696941 0.3488 0.1416 0.0800
H -3.140535 0.270388 -0.121281 -0.0314 0.0989 -0.0329
H 5.626445 4.257088 1.091559 0.4897 -0.5628 -0.2160
H 4.567005 3.190608 3.056919 0.1507 -0.2309 0.1180
H -0.837585 0.134808 -4.134391 -0.0635 -0.0970 -0.7328
H 1.666415 -3.263522 0.975129 -0.1128 0.5429 -0.0387
H 4.729945 2.960028 -0.678221 0.1060 0.1232 -0.5938
H -2.587725 0.170768 2.575339 0.6710 0.6879 0.7268
H 1.090895 -4.861792 -2.227261 -0.1011 0.1492 -0.0498
H 1.934755 -1.101122 3.757589 -0.0755 -0.1853 -0.0219
H -5.390695 0.174698 0.537909 -0.5998 -0.7744 0.4219
H -1.018535 -0.679302 -2.682321 -0.4641 -0.2142 0.4411
H -2.959445 -2.035332 1.843249 0.6186 0.1310 0.1124
H 3.178965 2.683628 2.121499 -0.1997 0.3300 -0.1939
H 2.537855 -0.726172 2.096909 0.3433 -0.0291 0.2427
H 3.762435 -3.868622 -0.198181 -0.4670 0.4666 0.1396
H 1.824925 -5.566602 0.385169 0.1036 -0.0614 -0.0779
H 3.249775 -3.920782 -1.876381 -0.3485 -0.0730 -0.0142
H -3.098575 0.679378 -4.091271 -0.3045 0.6561 0.3105
H -0.541675 2.026338 -2.363191 0.3505 -0.1900 0.6171
H -2.224645 1.798458 -2.038561 -0.3606 0.2986 -0.4224
H 4.195605 6.010118 0.988779 0.1724 -0.4164 -0.3053
H 3.058965 3.327738 -0.428181 -0.1713 -0.1023 0.7691
H -4.155895 -2.605982 -3.309701 -0.1646 0.4262 0.1605
H 4.685285 1.948858 1.756319 0.3767 0.1945 -0.1253
H -4.968155 0.043178 2.355689 -0.2908 0.0978 -0.1609
H -2.777075 -2.318762 -2.186781 -0.0541 0.1916 -0.1100
H -1.837895 3.003738 -0.004351 0.0832 -0.0873 0.5915
H -4.686685 1.487318 1.258679 0.1363 0.1780 0.8929
H -4.158535 -2.124862 0.685319 -0.4174 0.1267 -0.4149
H -2.514025 -2.010862 0.083369 0.3187 0.2924 0.3939
H 3.851655 -5.337652 -0.957341 -0.0735 -0.3656 -0.6468
H 4.068935 4.646958 -0.906371 0.4788 0.0243 -0.2711
H 0.087665 -3.528562 0.219269 0.0052 -0.4614 0.1697
H -0.043175 -1.177592 2.834329 -0.3534 0.4540 -0.0761
H -1.462295 3.461338 -2.240821 -0.4741 0.2193 0.2387
H 1.868015 0.545508 3.108109 -0.3325 0.0476 0.0518

=====

13
Properties=species:S:1:pos:R:3:forces:R:3 method="wB97M-V/def2-TZVPD" lumo_energy_ev=0.63 total_charge=0 e_above_lowest_ev=2.3313 homo_energy_ev=-9.262
O -1.928775 -1.314323 -1.021265 0.3828 0.2993 0.3112
O 1.240450 1.123780 -0.062084 0.1925 0.3468 -0.0739
N 0.404400 -1.295417 -1.056978 -0.4794 -0.2039 -1.3105
C -0.574526 -0.221827 0.726016 0.6537 -0.2661 -0.2174
C -0.887059 -0.881853 -0.594249 0.3559 -0.5377 -0.7369
C 0.068920 1.156944 0.743306 -0.2301 0.0425 0.0996
H 0.319062 -0.995081 0.667615 -1.4835 1.4375 3.0051
H 0.331546 1.385845 1.788467 -0.0473 -0.0506 -0.2198
H 1.596628 2.016797 -0.108629 0.0322 -0.0912 -0.0321
H -1.451713 -0.210874 1.407108 0.8211 -0.5168 -0.2338
H 0.457600 -2.166938 -1.544414 -0.2134 0.0315 -0.8167
H 1.030355 -0.548566 -1.335559 0.0214 -0.2517 0.2101
H -0.606888 1.951512 0.390667 -0.0059 -0.2395 0.0148

=====

21
Properties=species:S:1:pos:R:3:forces:R:3 method="wB97M-V/def2-TZVPD" lumo_energy_ev=-0.72 total_charge=0 e_above_lowest_ev=3.4865 homo_energy_ev=-7.345
S 2.152337 2.575406 -0.291179 -0.0653 0.4434 0.1407
S 0.833865 -1.762745 -1.233157 0.3865 -0.9504 -0.6854
P 2.068834 0.681177 0.110667 -0.1186 0.2945 0.2989
O -0.430782 0.443329 -1.307351 2.3443 2.8003 -0.1852
O 0.821804 0.306180 1.189149 0.7905 -1.9841 -1.8258
C 0.713420 0.307211 3.573663 -0.6735 1.2743 1.0386
C 0.717696 -0.059080 -1.141507 0.4813 -1.0980 0.8857
C -1.474960 -0.927815 -3.141627 3.9514 -0.0522 0.4238
C 0.174780 0.877998 2.243696 3.0756 2.7285 1.4898
C -1.531982 -0.254885 -1.699014 -1.8988 0.3590 -4.1813
H -2.325742 0.536610 -1.816656 0.4089 -1.2735 1.0346
H 0.191165 -0.666583 3.743905 1.1510 0.4938 0.1770
H -0.767208 -1.891675 -3.095614 -1.9454 2.2248 -0.5301
H 0.338819 1.047040 4.355165 0.2194 -1.0819 -0.6209
H -2.456152 -1.167582 -3.367926 -1.9201 -0.8512 -0.4166
H 0.482381 1.968189 2.217070 -0.8698 -0.7070 0.1581
H 2.183534 -1.906133 -1.211473 -0.2998 0.5427 0.4133
H -1.123554 -0.233184 -3.993632 -0.2861 -0.9012 1.6141
H -1.551055 -1.026716 -1.004296 -1.6017 -1.4295 1.5180
H 1.852168 0.378119 3.709657 -1.7352 -0.6836 -0.6424
H -0.869369 0.775141 2.160460 -1.3945 -0.1485 -0.1048